Record 1
97
Properties=species:S:1:pos:R:3 method="wB97M-V/def2-TZVPD" s2=2.008 spin_multiplicity=3 charge=0 energy_ha=-1810.8339 e_lumo_ev="-0.22 / -0.22" gap_ev="8.30 / 8.84"
C -2.22848 3.71053 1.24180
C -2.14207 4.36513 -0.15744
C -3.16701 3.76386 -1.17108
O -2.42738 3.06625 -2.15795
C -3.16440 2.01985 -2.76489
C -3.31835 0.83229 -1.81109
C -4.62747 0.31815 -1.52487
C -4.71312 -0.71992 -0.64955
C -3.57306 -1.27688 -0.01540
N -3.77006 -2.29455 0.87778
C -2.66788 -2.72879 1.40893
O -2.74436 -3.74746 2.31448
C -2.68984 -3.28290 3.66899
C -4.05445 -2.75225 4.18636
C -4.22285 -1.21277 4.02402
C -1.37057 -2.22314 1.06114
N -1.12096 -1.25599 0.21092
C -2.29842 -0.77878 -0.31082
C -2.21632 0.30140 -1.23148
H -1.96551 2.64503 1.23983
H -1.53630 4.24408 1.91271
H -3.24335 3.86769 1.64028
H -1.13343 4.16592 -0.54919
H -2.35516 5.43916 -0.07864
H -3.88441 3.13333 -0.61796
H -3.75584 4.60210 -1.59240
H -4.12379 2.34024 -3.20724
H -2.54593 1.67047 -3.60998
H -5.51162 0.75378 -1.98721
H -5.70774 -1.11780 -0.43855
H -2.46286 -4.17164 4.27836
H -1.87409 -2.56291 3.84617
H -4.05989 -2.97350 5.26566
H -4.84016 -3.33384 3.69122
H -4.51069 -0.75828 4.98350
H -3.33051 -0.70729 3.63427
H -5.07313 -1.01837 3.35115
H -0.50827 -2.68591 1.55588
H -1.25165 0.74462 -1.49356
C 3.82556 1.74773 1.79658
C 2.41271 2.36848 1.69032
C 2.38995 3.47484 0.62651
C 3.05240 4.77036 1.08038
C 2.41441 5.24879 2.38157
C 2.45622 4.18792 3.48603
N 1.95503 2.85285 3.02845
O 0.64965 2.90190 3.01114
C 3.90277 4.08097 4.01777
C 1.66376 4.70233 4.69235
C 1.55619 1.21496 1.16107
H 4.32731 1.75563 0.82807
H 4.48740 2.24712 2.49712
H 3.76978 0.71146 2.13493
H 1.35274 3.69699 0.35131
H 2.87197 3.11982 -0.28701
H 4.13014 4.62648 1.19838
H 2.92440 5.53431 0.31015
H 2.92090 6.15538 2.72178
H 1.37662 5.53391 2.17843
H 4.02563 3.20693 4.65959
H 4.16181 4.95973 4.60919
H 4.65229 4.03984 3.22859
H 0.63486 4.95547 4.43671
H 2.11802 5.61387 5.08177
H 1.64657 3.96668 5.49872
H 1.47062 0.41339 1.89753
H 2.01110 0.79182 0.26404
H 0.54934 1.53276 0.89017
C -0.49596 -4.55648 -3.06602
C 0.86684 -4.31467 -2.37488
C 1.02356 -2.83551 -2.00209
C 1.33578 -1.93640 -3.19201
C 2.57520 -2.45137 -3.91879
C 2.44122 -3.91568 -4.34951
N 1.98325 -4.80906 -3.23782
O 3.01078 -5.04472 -2.46675
C 1.47491 -3.99286 -5.55233
C 3.78026 -4.38249 -4.92976
C 0.74209 -5.10119 -1.06539
H -1.25625 -3.87926 -2.67315
H -0.48590 -4.42622 -4.14360
H -0.84074 -5.57858 -2.89836
H 1.82966 -2.72404 -1.26818
H 0.12002 -2.47782 -1.50815
H 0.47573 -1.88406 -3.86614
H 1.51648 -0.91747 -2.84073
H 2.76911 -1.82568 -4.79377
H 3.44169 -2.33509 -3.25942
H 1.19169 -5.02457 -5.76778
H 1.94393 -3.58842 -6.44993
H 0.56790 -3.40510 -5.41735
H 4.60363 -4.25937 -4.22643
H 4.03616 -3.79295 -5.81066
H 3.73854 -5.43121 -5.23003
H 0.69204 -6.17532 -1.25503
H -0.17362 -4.81163 -0.54653
H 1.57319 -4.91648 -0.38524

---

Record 2
101
Properties=species:S:1:pos:R:3 method="wB97M-V/def2-TZVPD" s2=0.766 spin_multiplicity=2 charge=0 de_lowest_ev=0.882 energy_ha=-2946.5360 e_lumo_ev="0.45 / 0.19" gap_ev="6.12 / 6.80"
Mg -0.76072 -0.31883 -0.02510
C -2.30823 1.90487 3.60830
C -1.16557 0.95824 3.98823
C 0.15412 1.63590 3.57931
C -1.17765 0.71359 5.49505
P -1.25995 -0.55495 2.88162
C 0.28780 -1.46991 3.37339
N 1.29233 -1.43587 2.34036
B 1.12834 -1.07377 0.95459
N 2.41063 -1.38186 0.35883
C 2.84512 -1.23484 -1.01982
P 1.47603 -0.57718 -2.11141
C 1.20092 -2.01791 -3.28410
C 0.74850 -3.15792 -2.35469
C 2.38386 -2.49174 -4.12555
C 0.01435 -1.67422 -4.19219
C 2.36361 0.86030 -2.94716
C 1.40826 1.50563 -3.95590
C 3.70030 0.56138 -3.62793
C 2.59591 1.87071 -1.81063
C 3.26685 -1.89239 1.32694
C 4.57875 -2.32435 1.24330
C 5.19117 -2.81116 2.39813
C 4.50389 -2.86309 3.60346
C 3.18235 -2.42577 3.69426
C 2.57292 -1.93581 2.55336
C -2.58522 -1.75941 3.44971
C -3.95688 -1.08848 3.34108
C -2.52384 -2.87890 2.39598
C -2.42700 -2.36383 4.84768
H -2.19298 2.84969 4.15083
H -3.28638 1.49725 3.86386
H -2.30345 2.11422 2.53478
H 0.17757 2.65436 3.97811
H 0.25624 1.69306 2.49213
H 1.02508 1.10602 3.96801
H -0.89763 1.63588 6.01382
H -0.47431 -0.06226 5.80018
H -2.17130 0.43194 5.84428
H 0.02416 -2.50681 3.60154
H 0.67557 -1.04156 4.30315
H 3.19237 -2.19948 -1.40335
H 3.70269 -0.55989 -1.07078
H 1.55688 -3.52009 -1.71741
H 0.39680 -3.99837 -2.95939
H -0.07655 -2.84029 -1.71227
H 3.29726 -2.60565 -3.53907
H 2.58908 -1.80900 -4.94842
H 2.14836 -3.46695 -4.56310
H -0.83279 -1.31292 -3.60393
H -0.30439 -2.57293 -4.72841
H 0.27195 -0.92149 -4.93660
H 1.31824 0.91184 -4.86513
H 1.79117 2.49015 -4.24215
H 0.41582 1.64510 -3.52072
H 3.57462 -0.02658 -4.53391
H 4.39454 0.03282 -2.97270
H 4.17532 1.50559 -3.91340
H 1.65253 2.14233 -1.33417
H 3.04625 2.77771 -2.22480
H 3.27219 1.48714 -1.04599
H 5.11793 -2.29043 0.30458
H 6.21601 -3.15624 2.35215
H 4.99851 -3.24981 4.48508
H 2.64935 -2.47397 4.63611
H -4.07204 -0.56694 2.38678
H -4.12585 -0.37939 4.15223
H -4.74116 -1.84878 3.40259
H -2.66108 -2.48213 1.38652
H -3.32233 -3.60101 2.58752
H -1.57544 -3.42011 2.41986
H -2.66092 -1.64242 5.62853
H -1.42316 -2.74645 5.03129
H -3.12028 -3.20334 4.95691
O -2.25426 -0.91798 -1.10189
N -3.15036 0.08459 -1.29964
C -2.63265 1.27809 -1.89460
C -3.60000 2.47293 -1.83353
C -5.03956 2.12510 -1.69139
C -5.37403 0.92837 -1.10845
C -4.40623 -0.05214 -0.85882
H -2.25113 1.04887 -2.88951
H -3.42559 3.10720 -2.70464
H -5.78843 2.86551 -1.93557
H -6.40288 0.69207 -0.87069
H -4.62917 -1.00634 -0.40666
S -1.27536 2.00066 -0.84432
C -3.03641 3.27162 -0.61089
N -2.69344 4.57593 -0.88222
C -2.14628 5.45656 0.15553
C -2.48375 4.93310 1.54766
C -3.81207 4.19973 1.49745
N -3.63258 3.06787 0.60810
H -2.21634 4.66547 -1.76668
H -2.58199 6.44642 0.00828
H -1.06234 5.54983 0.04339
H -2.51210 5.75692 2.26080
H -1.71942 4.22947 1.87847
H -4.60704 4.87258 1.15017
H -4.08698 3.82531 2.48365
H -4.37661 2.38220 0.57265